{"formula": "C23H14CrF3N3S2", "method": "wB97M-V/def2-TZVPD", "symbols": ["Cr", "S", "C", "C", "C", "C", "C", "C", "S", "H", "H", "H", "H", "N", "C", "C", "C", "C", "C", "C", "C", "C", "C", "C", "C", "C", "N", "C", "C", "C", "C", "N", "H", "H", "H", "H", "H", "H", "H", "H", "H", "H", "F", "C", "F", "F"], "xyz": [[-1.246040, 1.151075, -1.376235], [-1.939532, 0.171681, -3.432663], [-3.070058, -1.064283, -2.886578], [-3.813253, -1.776866, -3.834803], [-4.713584, -2.765281, -3.464196], [-4.892062, -3.061377, -2.117853], [-4.166745, -2.360683, -1.165229], [-3.251552, -1.366487, -1.527670], [-2.348740, -0.543537, -0.251532], [-3.671293, -1.534142, -4.883077], [-5.276925, -3.297874, -4.223149], [-5.597111, -3.826332, -1.811154], [-4.301665, -2.574267, -0.108894], [6.114968, -1.382358, 5.424995], [5.329924, -1.047580, 4.654068], [4.342601, -0.630269, 3.678701], [4.515287, 0.564310, 2.984275], [3.573891, 0.958362, 2.047474], [2.458602, 0.166990, 1.790786], [2.292720, -1.026189, 2.488945], [3.228600, -1.426488, 3.430002], [1.449470, 0.581210, 0.763366], [0.581549, 1.615470, 1.117952], [0.669763, 2.379058, 2.307216], [-0.269003, 3.381054, 2.201969], [-0.920462, 3.178246, 0.967974], [-0.448419, 2.114658, 0.313215], [1.496741, -0.079236, -0.448326], [2.472495, -1.044684, -0.833935], [2.163925, -1.416512, -2.115142], [1.011529, -0.667386, -2.475547], [0.606018, 0.132555, -1.502946], [5.387597, 1.174202, 3.181055], [3.698776, 1.886270, 1.502652], [1.422924, -1.639194, 2.282019], [3.103326, -2.355372, 3.971758], [1.363242, 2.209302, 3.116825], [-0.485081, 4.165266, 2.912614], [-1.717143, 3.772466, 0.564995], [3.289785, -1.397744, -0.222319], [2.673137, -2.136620, -2.737494], [0.458737, -0.716533, -3.401054], [-1.730680, 3.385058, -2.107824], [-2.765385, 2.491397, -1.596571], [-3.390678, 3.200771, -0.617663], [-3.690197, 2.457893, -2.561003]], "forces_ev_per_a": [[-0.19, -0.67, 0.05], [0.02, -0.02, 0.10], [-0.07, -0.04, 0.01], [0.01, 0.03, 0.00], [0.07, 0.05, -0.01], [0.04, 0.06, 0.04], [0.04, 0.05, 0.01], [-0.05, -0.06, 0.00], [0.07, 0.15, -0.06], [-0.01, -0.01, 0.05], [0.04, 0.03, 0.02], [0.04, 0.03, 0.00], [0.01, 0.01, -0.08], [-0.04, 0.03, -0.04], [-0.22, 0.07, -0.21], [0.22, -0.07, 0.18], [0.03, 0.07, -0.02], [0.05, 0.00, 0.02], [-0.06, 0.04, -0.10], [-0.01, -0.03, -0.01], [-0.09, -0.06, -0.02], [0.07, -0.01, 0.14], [-0.22, -0.09, 0.02], [-0.01, 0.06, -0.08], [-0.08, 0.05, -0.07], [0.04, -0.09, 0.14], [0.35, 0.07, 0.29], [-0.02, 0.00, -0.04], [-0.08, -0.06, -0.03], [-0.02, 0.05, -0.07], [0.07, -0.08, -0.08], [0.45, -0.12, 0.13], [-0.03, 0.00, -0.02], [0.01, -0.03, 0.02], [0.05, 0.02, 0.02], [-0.02, 0.03, -0.02], [-0.04, 0.00, -0.04], [0.01, -0.05, -0.06], [-0.10, 0.00, -0.07], [-0.05, 0.02, -0.02], [-0.02, 0.05, 0.01], [0.00, -0.01, 0.02], [-0.29, 0.09, 0.00], [-0.14, 0.43, -0.08], [0.24, 0.04, 0.18], [-0.04, -0.06, -0.23]], "lowdin_charge": [0.41, 0.66, -0.65, -0.14, -0.13, -0.13, -0.15, -0.66, 0.64, 0.09, 0.09, 0.09, 0.09, 0.14, -0.19, -0.24, -0.02, -0.01, -0.19, 0.00, -0.02, -0.05, -0.25, -0.03, -0.07, -0.13, -0.01, -0.26, -0.02, -0.07, -0.16, -0.03, 0.12, 0.13, 0.13, 0.12, 0.11, 0.09, 0.10, 0.11, 0.09, 0.05, -0.07, -0.60, 0.02, 0.03], "orbital_gap_ev": [5.663, 5.848], "charge": -1, "homo_ev": [-4.03, -4.24], "s_squared": 3.826, "multiplicity": 4}

{"formula": "C23H14CuF2N3", "method": "wB97M-V/def2-TZVPD", "symbols": ["Cu", "C", "C", "N", "C", "C", "C", "C", "C", "C", "C", "C", "C", "N", "C", "H", "H", "H", "H", "H", "H", "H", "H", "F", "C", "C", "C", "C", "C", "F", "C", "C", "C", "C", "C", "C", "N", "H", "H", "H", "H", "H", "H"], "xyz": [[-0.243618, -0.759361, -1.065228], [3.993851, -0.992668, -1.706423], [2.617949, -1.031572, -1.941865], [1.730896, -1.063729, -0.961118], [2.170109, -1.065117, 0.321671], [3.533750, -1.025976, 0.649828], [4.453999, -0.986088, -0.412848], [3.922142, -1.013011, 2.027821], [2.998051, -1.018657, 3.013860], [1.598937, -1.042152, 2.711565], [0.588990, -1.012419, 3.691006], [-0.728380, -1.023261, 3.306433], [-1.041065, -1.073816, 1.942574], [-0.111102, -1.106798, 1.011699], [1.188374, -1.080116, 1.371100], [4.674787, -0.966821, -2.545109], [2.227288, -1.045604, -2.951583], [5.515640, -0.951450, -0.203462], [4.978717, -0.996270, 2.263087], [3.299982, -1.004130, 4.053405], [0.859675, -0.983725, 4.739008], [-1.526357, -0.998398, 4.034779], [-2.068409, -1.099762, 1.597534], [-5.254428, -2.584405, -1.143879], [-4.415682, -1.548101, -1.193435], [-3.048033, -1.786923, -1.204347], [-2.182154, -0.712676, -1.256973], [-2.667547, 0.607953, -1.288872], [-4.049532, 0.786522, -1.277781], [-4.576549, 2.021494, -1.317614], [-4.935578, -0.270591, -1.229656], [-1.662117, 1.682869, -1.297414], [-1.917220, 3.053395, -1.273481], [-0.858465, 3.943990, -1.235790], [0.445458, 3.469117, -1.233510], [0.629402, 2.101775, -1.276505], [-0.387417, 1.242630, -1.305234], [-2.698185, -2.812191, -1.189275], [-6.002806, -0.099174, -1.219309], [-2.928363, 3.424151, -1.284073], [-1.047610, 5.008923, -1.209047], [1.295988, 4.134524, -1.209022], [1.626612, 1.677604, -1.302520]], "forces_ev_per_a": [[-0.74, -0.11, 0.06], [0.11, -0.03, -0.01], [-0.04, -0.08, 0.06], [0.18, 0.11, 0.01], [0.30, 0.00, -0.03], [-0.21, -0.01, -0.14], [-0.10, -0.02, -0.05], [0.03, -0.01, 0.20], [0.16, -0.01, -0.01], [-0.12, 0.01, -0.25], [-0.09, -0.04, -0.04], [0.05, -0.01, 0.09], [0.01, -0.08, -0.03], [0.06, -0.05, -0.11], [-0.02, 0.02, 0.38], [-0.01, -0.01, 0.01], [0.00, 0.06, 0.00], [0.00, 0.00, 0.01], [-0.01, 0.01, 0.01], [0.02, 0.01, -0.01], [0.00, 0.01, 0.00], [0.01, -0.01, 0.00], [0.01, 0.03, 0.00], [-0.07, -0.03, 0.00], [0.22, 0.16, -0.03], [-0.02, -0.14, -0.05], [0.30, 0.12, 0.07], [-0.10, -0.19, 0.01], [0.14, -0.11, -0.05], [-0.03, 0.03, 0.02], [-0.17, -0.02, 0.02], [0.04, 0.21, -0.01], [0.00, 0.07, -0.01], [0.07, -0.05, 0.00], [-0.03, -0.04, -0.02], [0.02, 0.20, -0.06], [0.08, 0.09, -0.12], [-0.02, 0.01, 0.05], [0.02, 0.02, -0.02], [-0.01, -0.05, 0.02], [-0.03, -0.01, -0.01], [-0.01, 0.00, 0.00], [-0.03, -0.04, 0.04]], "lowdin_charge": [0.62, -0.02, -0.08, 0.03, -0.13, -0.13, 0.03, 0.00, 0.00, -0.13, 0.02, -0.01, -0.07, 0.07, -0.14, 0.12, 0.13, 0.13, 0.13, 0.13, 0.13, 0.12, 0.12, 0.09, -0.27, -0.04, -0.13, -0.12, -0.21, 0.08, 0.08, -0.18, 0.02, -0.03, -0.04, -0.10, 0.04, 0.12, 0.14, 0.11, 0.12, 0.11, 0.11], "orbital_gap_ev": [7.662, 7.257], "charge": 1, "homo_ev": [-11.35, -11.33], "s_squared": 0.754, "multiplicity": 2}

{"formula": "C23H14N2O7RuS", "method": "wB97M-V/def2-TZVPD", "symbols": ["Ru", "O", "C", "C", "C", "N", "C", "C", "C", "O", "O", "C", "O", "O", "H", "H", "H", "O", "C", "O", "C", "C", "C", "C", "C", "C", "C", "C", "C", "N", "H", "H", "H", "H", "H", "H", "S", "C", "C", "C", "C", "C", "C", "H", "H", "H", "H", "H"], "xyz": [[0.883011, -0.070360, -0.660560], [-1.861253, 3.606529, 3.180048], [-1.334815, 2.748132, 2.264732], [-1.273191, 3.072617, 0.909137], [-0.704543, 2.156348, 0.050516], [-0.255534, 1.006041, 0.528989], [-0.306384, 0.661834, 1.809839], [-0.858306, 1.524036, 2.733095], [0.268588, -0.736792, 2.042316], [0.204887, -1.235369, 3.146404], [0.734112, -1.291827, 0.957096], [-0.554045, 2.274016, -1.461315], [-1.029291, 3.232893, -2.036096], [0.042481, 1.251099, -2.012628], [-2.137481, 4.413200, 2.731704], [-1.646121, 4.009075, 0.512691], [-0.902820, 1.250850, 3.777289], [2.482989, -2.160181, -3.785318], [1.835155, -1.693353, -2.861416], [2.268556, -1.097331, -1.817917], [0.319514, -1.862769, -2.893189], [-0.292247, -2.489620, -3.998584], [-1.640804, -2.653156, -4.000146], [-2.394104, -2.219713, -2.882562], [-3.797383, -2.376332, -2.800483], [-4.479348, -1.964182, -1.692291], [-3.782429, -1.383138, -0.611676], [-2.428910, -1.212302, -0.666485], [-1.704568, -1.617318, -1.809089], [-0.350962, -1.431410, -1.853819], [0.351712, -2.805446, -4.806093], [-2.153027, -3.115726, -4.836011], [-4.318089, -2.830544, -3.635393], [-5.553368, -2.086304, -1.636004], [-4.324595, -1.073659, 0.272587], [-1.883867, -0.784968, 0.160975], [2.496658, 1.673245, -0.466078], [3.185564, 1.193649, 1.082516], [3.844743, -0.029731, 1.234492], [4.219734, -0.481446, 2.488462], [3.967574, 0.283162, 3.621101], [3.344416, 1.512423, 3.482096], [2.955564, 1.961941, 2.225709], [4.032607, -0.630348, 0.352401], [4.696713, -1.449381, 2.583272], [4.241381, -0.084687, 4.601917], [3.139909, 2.120928, 4.355406], [2.451601, 2.915388, 2.118385]], "forces_ev_per_a": [[0.29, -0.05, -1.72], [-0.02, 0.00, -0.01], [0.00, 0.03, -0.03], [-0.05, -0.02, 0.02], [-0.09, -0.03, 0.05], [0.15, 0.06, -0.09], [-0.02, -0.01, -0.06], [0.02, -0.09, -0.03], [0.00, 0.03, 0.11], [0.02, -0.04, 0.00], [0.06, 0.17, 0.46], [0.13, -0.20, -0.15], [-0.02, 0.06, -0.02], [-0.09, 0.33, 0.39], [0.01, -0.02, 0.01], [0.00, 0.01, 0.01], [-0.01, 0.03, 0.01], [0.04, -0.01, 0.03], [-0.07, -0.10, 0.00], [-0.10, 0.17, 0.03], [0.04, -0.02, -0.02], [-0.04, -0.01, -0.04], [0.02, 0.01, 0.02], [0.01, 0.00, 0.01], [0.00, 0.01, -0.01], [0.00, 0.00, -0.01], [0.00, 0.00, 0.01], [0.01, 0.00, 0.01], [-0.07, 0.01, 0.00], [-0.14, -0.15, 0.36], [0.00, 0.00, 0.00], [0.00, 0.00, 0.00], [0.00, 0.00, 0.00], [0.00, 0.00, 0.00], [0.00, 0.00, 0.00], [0.00, 0.01, 0.00], [-0.10, -0.07, 0.34], [-0.09, -0.13, 0.41], [0.08, 0.03, -0.11], [0.03, -0.01, 0.01], [0.02, -0.06, 0.00], [0.00, 0.09, -0.06], [0.06, 0.04, 0.04], [-0.06, -0.03, 0.01], [0.01, 0.00, 0.00], [0.01, 0.00, 0.00], [0.00, 0.00, 0.00], [-0.05, -0.02, 0.00]], "lowdin_charge": [1.24, 0.06, -0.28, 0.08, -0.18, -0.07, -0.17, 0.08, -0.57, 0.07, -0.15, -0.60, 0.06, -0.18, 0.11, 0.13, 0.13, 0.04, -0.59, -0.16, -0.15, 0.02, 0.00, -0.15, -0.04, -0.09, -0.07, 0.01, -0.17, 0.07, 0.12, 0.11, 0.11, 0.10, 0.10, 0.09, 0.66, -0.67, -0.13, -0.09, -0.11, -0.11, -0.14, 0.10, 0.10, 0.09, 0.09, 0.09], "orbital_gap_ev": [6.913, 6.828], "charge": -1, "relative_energy_kj_mol": 0.00, "homo_ev": [-4.83, -4.75], "s_squared": 0.756, "multiplicity": 2}

| no. | maximum force (eV/A) |
| --- | --- |
| 1 | 0.70 |
| 2 | 0.75 |
| 3 | 1.75 |